Run 1
Below is one molecule with the formula C5H5NS2, with properties calculated with ωB97M-V with the def2-TZVPD basis set.

multiplicity: 1
SMILES: C[C@@]1(C#N)CC(=S)S1
gap between HOMO and LUMO: 8.75 eV
net charge: 0

Atoms and positions in Å:
C  1.7340  1.6009  0.6225
C  1.0829  0.2547  0.2900
C  -0.1404  -0.2338  1.1637
C  -1.2293  -0.0949  0.0539
C  2.0949  -0.8313  -0.0041
H  2.0319  1.5953  1.5996
H  2.6672  1.5908  -0.0114
H  1.0224  2.4032  0.3615
H  -0.1693  -1.2399  1.5943
H  -0.3305  0.5568  1.9716
N  2.9079  -1.6390  -0.2818
S  -2.7621  -0.3617  0.1576
S  -0.1648  0.5114  -1.1763

Okay, here come the Löwdin numbers, in e, for every atom:
1. C -0.078
2. C -0.613
3. C -0.212
4. C -1.226
5. C -0.193
6. H 0.049
7. H 0.110
8. H 0.088
9. H 0.116
10. H 0.141
11. N 0.151
12. S 0.717
13. S 0.950



Run 2
Below is one molecule with the formula C5H5NS2, with properties calculated with ωB97M-V with the def2-TZVPD basis set.

multiplicity: 1
SMILES: CC1=C(C#N)SCS1
gap between HOMO and LUMO (spin up / spin down): 7.33 / 6.89 eV
net charge: 0

Atoms and positions in Å:
C  1.7678  -1.2056  0.0252
C  1.0472  -0.0616  -0.0369
C  -0.6051  -0.2019  -0.0540
C  -0.1085  2.3936  -0.2629
C  -1.1258  -1.5919  0.1427
N  2.4191  -2.1687  0.0680
S  1.6125  1.5377  -0.0629
S  -1.4163  1.3005  0.1505
H  -0.0484  3.3764  0.4617
H  -0.0100  2.6954  -1.2821
H  -0.4268  -2.2242  -0.4038
H  -2.1575  -1.7936  0.0578
H  -0.9482  -2.0561  1.1967

Okay, here come the Löwdin numbers, in e, for every atom:
1. C -0.344
2. C -0.598
3. C -0.521
4. C -0.707
5. C -0.126
6. N 0.168
7. S 0.874
8. S 0.895
9. H 0.105
10. H 0.006
11. H 0.069
12. H 0.053
13. H 0.125



Which is the most stable structure? run 1 is the most stable.



Run 1
Below is one molecule with the formula C18H23N3O3S2, with properties calculated with ωB97M-V with the def2-TZVPD basis set.

multiplicity: 1
SMILES: O=C(Nc1nc2ccc(S(=O)(=O)N3CCCC3)cc2s1)C1CCCCC1
gap between HOMO and LUMO: 9.15 eV
net charge: 0

Atoms and positions in Å:
O  2.5809  0.2895  -2.2973
C  3.0249  -0.8088  -2.0565
N  2.2468  -1.7486  -1.4209
C  0.9711  -1.4855  -1.0102
N  0.2449  -2.3562  -0.4036
C  -0.9830  -1.8435  -0.1010
C  -2.0052  -2.5265  0.5542
C  -3.1943  -1.8690  0.7920
C  -3.3616  -0.5524  0.3816
C  -2.3708  0.1501  -0.2709
C  -1.1749  -0.5015  -0.5120
S  0.2618  0.0941  -1.3020
H  -2.5475  1.1675  -0.5772
S  -4.9000  0.3004  0.7059
O  -5.7747  -0.5799  1.4327
O  -5.3897  0.8794  -0.5101
N  -4.3163  1.5651  1.6650
C  -4.1114  1.1475  3.0385
H  -3.3040  1.7546  3.4584
H  -3.8121  0.1003  3.0517
C  -5.4423  1.4013  3.7718
H  -5.9853  0.4656  3.8862
H  -5.2681  1.8300  4.7576
C  -6.2167  2.3612  2.8516
H  -7.0820  1.8555  2.4256
H  -6.5540  3.2554  3.3727
C  -5.2198  2.6996  1.7340
H  -4.6285  3.5861  1.9821
H  -5.6852  2.8333  0.7595
H  -4.0179  -2.3541  1.2916
H  -1.8496  -3.5483  0.8597
H  2.5910  -2.6797  -1.2330
C  4.4129  -1.3077  -2.4048
C  5.2231  -1.5934  -1.1303
C  5.5447  -0.3001  -0.3875
C  6.3388  0.6394  -1.2886
C  5.5364  0.9631  -2.5438
C  5.1612  -0.3112  -3.2965
H  4.5359  -0.0564  -4.1536
H  6.0676  -0.7953  -3.6676
H  4.6266  1.4957  -2.2679
H  6.1186  1.6099  -3.2025
H  6.5738  1.5595  -0.7513
H  7.2824  0.1626  -1.5664
H  4.6164  0.1882  -0.0827
H  6.1162  -0.5302  0.5140
H  4.6813  -2.2769  -0.4723
H  6.1564  -2.0817  -1.4200
H  4.2810  -2.2479  -2.9557

Okay, here come the Löwdin numbers, in e, for every atom:
1. O 0.003
2. C -0.441
3. N 0.126
4. C -0.552
5. N 0.112
6. C -0.306
7. C 0.001
8. C -0.056
9. C -0.281
10. C -0.060
11. C -0.433
12. S 1.162
13. H 0.120
14. S 0.682
15. O -0.281
16. O -0.281
17. N -0.237
18. C -0.199
19. H 0.124
20. H 0.112
21. C -0.159
22. H 0.101
23. H 0.104
24. C -0.157
25. H 0.108
26. H 0.105
27. C -0.198
28. H 0.125
29. H 0.109
30. H 0.111
31. H 0.115
32. H 0.157
33. C -0.235
34. C -0.156
35. C -0.189
36. C -0.200
37. C -0.195
38. C -0.150
39. H 0.119
40. H 0.120
41. H 0.106
42. H 0.112
43. H 0.110
44. H 0.114
45. H 0.119
46. H 0.112
47. H 0.107
48. H 0.122
49. H 0.151



Run 2
Below is C18H23N3O3S2 as an isolated structure, with properties calculated with ωB97M-V with the def2-TZVPD basis set.

multiplicity: 1
gap between HOMO and LUMO: 8.00 eV
net charge: 0

Atoms and positions in Å:
O  0.6507  2.8870  1.6833
S  0.7553  2.4257  0.3333
O  -0.4254  2.3671  -0.4746
N  1.4439  0.9243  0.3815
H  2.2548  0.9300  0.9827
C  1.6176  0.2457  -0.8811
C  1.4493  -1.2864  -0.7563
H  2.1875  -1.7717  -1.4046
O  0.2056  -1.7427  -1.2124
C  -0.8622  -1.9518  -0.2780
C  -2.0887  -2.2046  -1.1605
C  -3.3100  -2.4905  -0.2911
C  -3.0468  -3.7270  0.5671
C  -1.8306  -3.4747  1.4566
C  -0.6055  -3.1936  0.5869
H  -0.3961  -4.0454  -0.0644
H  0.2673  -3.0355  1.2250
C  -2.1011  -2.2731  2.3611
C  -2.3628  -1.0398  1.4975
C  -3.5811  -1.2872  0.6103
H  -4.4618  -1.4755  1.2289
H  -3.7785  -0.4032  0.0014
C  -1.1374  -0.7521  0.6298
H  -0.2774  -0.5552  1.2714
H  -1.3037  0.1401  0.0247
H  -2.5482  -0.1735  2.1411
H  -2.9670  -2.4754  2.9959
H  -1.2428  -2.0955  3.0132
H  -1.6382  -4.3618  2.0719
H  -3.9201  -3.9437  1.1866
H  -2.8663  -4.5932  -0.0735
H  -4.1777  -2.6710  -0.9356
H  -2.2575  -1.3242  -1.7817
H  -1.8788  -3.0464  -1.8225
H  1.6472  -1.5874  0.2774
H  0.8335  0.6212  -1.5415
H  2.5951  0.4776  -1.3235
C  1.9406  3.4782  -0.5142
C  1.5257  4.4385  -1.3906
C  2.4402  5.3216  -2.0025
C  3.7814  5.2590  -1.7382
C  4.2385  4.2752  -0.8448
N  5.4929  4.0317  -0.4606
S  5.4942  2.7983  0.5590
N  3.9157  2.4890  0.5742
C  3.3057  3.3659  -0.2259
H  4.4895  5.9345  -2.1903
H  2.0627  6.0651  -2.6874
H  0.4709  4.5061  -1.6054

Okay, here come the Löwdin numbers, in e, for every atom:
1. O -0.270
2. S 0.630
3. O -0.285
4. N -0.146
5. H 0.092
6. C -0.192
7. C -0.184
8. H 0.125
9. O -0.086
10. C -0.441
11. C -0.066
12. C -0.289
13. C -0.122
14. C -0.290
15. C -0.070
16. H 0.131
17. H 0.119
18. C -0.118
19. C -0.278
20. C -0.118
21. H 0.119
22. H 0.122
23. C -0.077
24. H 0.115
25. H 0.113
26. H 0.144
27. H 0.119
28. H 0.120
29. H 0.140
30. H 0.119
31. H 0.119
32. H 0.140
33. H 0.131
34. H 0.129
35. H 0.120
36. H 0.123
37. H 0.117
38. C -0.205
39. C -0.031
40. C -0.048
41. C -0.001
42. C -0.344
43. N -0.235
44. S 1.045
45. N -0.243
46. C -0.340
47. H 0.118
48. H 0.111
49. H 0.119



Which is the most stable structure? run 1 is the most stable.



Run 1
Below is a 5-piece molecular cluster, C8H16O4 overall, with properties calculated with ωB97M-V with the def2-TZVPD basis set.

multiplicity: 1
SMILES: C=Cc1ccccc1.O.O.O.O
gap between HOMO and LUMO: 9.78 eV
net charge: 0

Atoms and positions in Å:
C  -1.8074  0.2164  -0.1268
C  -1.8455  1.2894  -0.9204
C  -0.0618  -0.0816  1.7178
C  -0.5541  -0.3039  0.4533
C  0.2446  -1.1282  -0.3774
C  1.4373  -1.6519  0.0686
C  1.9361  -1.3148  1.3460
C  1.2278  -0.4286  2.1241
H  -2.7535  -0.0656  0.3138
H  -2.7522  1.7530  -1.2574
H  -0.8608  1.6821  -1.1685
H  -0.7183  0.4839  2.3609
H  -0.0633  -1.2125  -1.4110
H  2.0357  -2.1431  -0.6885
H  2.7768  -1.9443  1.6088
H  1.5547  -0.0920  3.0989
H  1.9520  2.4157  -1.8559
H  1.0392  1.9689  -0.7477
O  1.1477  1.9035  -1.7081
H  -3.4143  -2.1241  0.8954
H  -2.2352  -2.4689  -0.1730
O  -3.1681  -2.3749  0.0071
H  -1.2917  2.3581  1.3113
H  -0.4551  2.4074  2.6443
O  -0.5448  2.7570  1.7660
H  1.5204  0.3020  -2.6399
H  3.0539  0.0106  -3.1135
O  2.1286  -0.1969  -3.2020

Okay, here come the Löwdin numbers, in e, for every atom:
1. C -0.150
2. C 0.047
3. C -0.068
4. C -0.256
5. C -0.061
6. C -0.076
7. C -0.079
8. C -0.070
9. H 0.090
10. H 0.067
11. H 0.042
12. H 0.095
13. H 0.118
14. H 0.105
15. H 0.102
16. H 0.105
17. H 0.069
18. H 0.053
19. O -0.059
20. H 0.037
21. H 0.020
22. O -0.050
23. H 0.011
24. H 0.020
25. O -0.051
26. H -0.014
27. H 0.024
28. O -0.071



Run 2
Below is a 2-piece molecular cluster, C8H16O4 overall, with properties calculated with ωB97M-V with the def2-TZVPD basis set.

multiplicity: 1
SMILES: C1COCCO1.C1COCCO1
gap between HOMO and LUMO: 10.13 eV
net charge: 0

Atoms and positions in Å:
O  -0.5880  -2.5666  0.8809
O  1.6210  -1.0721  -0.2568
C  0.1410  -1.6581  1.6215
C  1.5973  -1.5118  1.0986
C  -0.5980  -2.0871  -0.4976
C  0.8351  -1.8950  -1.0721
H  -0.3989  -0.6951  1.7035
H  0.1331  -2.1344  2.6207
H  1.9753  -2.5523  1.1019
H  2.2280  -0.9225  1.7917
H  -1.1140  -1.1129  -0.5982
H  -1.1601  -2.8292  -1.0966
H  0.9123  -1.3315  -2.0219
H  1.2343  -2.9120  -1.2508
O  -1.5358  1.1668  0.1906
O  0.6514  2.4655  -0.9178
C  -0.8004  2.0366  1.0338
C  0.6395  2.1067  0.5474
C  -1.5924  1.6384  -1.1695
C  -0.1487  1.5106  -1.6607
H  -1.3298  3.0027  1.1420
H  -0.8426  1.5183  2.0111
H  1.1610  1.1370  0.6626
H  1.0702  2.8102  1.2856
H  -2.0037  2.6648  -1.2223
H  -2.3063  0.9631  -1.6792
H  -0.0767  1.7519  -2.7386
H  0.2959  0.5081  -1.5098

Okay, here come the Löwdin numbers, in e, for every atom:
1. O -0.119
2. O -0.161
3. C -0.218
4. C -0.158
5. C -0.133
6. C -0.200
7. H 0.111
8. H 0.135
9. H 0.127
10. H 0.132
11. H 0.105
12. H 0.132
13. H 0.126
14. H 0.127
15. O -0.187
16. O -0.138
17. C -0.206
18. C -0.117
19. C -0.158
20. C -0.165
21. H 0.131
22. H 0.123
23. H 0.104
24. H 0.127
25. H 0.131
26. H 0.127
27. H 0.130
28. H 0.090



Which is the most stable structure? run 1 is the most stable.



Run 1
Below is one molecule with the formula C10H12N2, with properties calculated with ωB97M-V with the def2-TZVPD basis set.

multiplicity: 1
gap between HOMO and LUMO (spin up / spin down): 6.86 / 6.63 eV
net charge: 0

Atoms and positions in Å:
C  0.7447  -1.4739  1.7658
C  1.4295  -0.3340  1.3286
C  2.0625  0.9166  -0.8309
C  1.9869  0.2763  -2.0462
C  -0.2771  -2.0632  1.0283
C  1.0182  0.2843  -0.0007
C  0.6491  -0.9618  -0.8727
C  -0.3869  0.7026  -0.1229
C  -1.3653  0.2247  0.9045
C  -0.8563  1.3857  -1.3422
N  1.1408  -0.8206  -2.0375
N  -0.1113  -1.9528  -0.3663
H  0.8986  -2.0223  2.7295
H  2.2791  0.2427  1.7002
H  2.6751  1.6267  -0.4050
H  2.4439  0.3232  -2.9747
H  -0.8139  -2.8447  1.4381
H  -1.1715  0.8302  1.8001
H  -1.1557  -0.8520  1.0209
H  -2.4476  0.3369  0.7233
H  -1.5509  0.7559  -1.7780
H  -0.1349  1.6029  -2.0041
H  -1.3712  2.4587  -1.0356
H  -0.7101  -2.5922  -0.8612

Okay, here come the Löwdin numbers, in e, for every atom:
1. C -0.110
2. C 0.031
3. C -0.007
4. C -0.113
5. C -0.194
6. C -0.350
7. C -0.326
8. C -0.193
9. C -0.031
10. C -0.036
11. N 0.091
12. N 0.114
13. H 0.122
14. H 0.106
15. H 0.077
16. H 0.083
17. H 0.105
18. H 0.115
19. H 0.012
20. H 0.100
21. H 0.065
22. H 0.017
23. H 0.162
24. H 0.162



Run 2
Below is C10H12N2 as an isolated structure, with properties calculated with ωB97M-V with the def2-TZVPD basis set.

multiplicity: 1
gap between HOMO and LUMO: 9.15 eV
net charge: 0

Atoms and positions in Å:
C  -3.3447  0.1431  0.3071
C  -2.6988  -1.0892  -0.4285
C  -0.2826  -0.3977  0.6433
C  -2.0541  1.2181  0.0732
C  1.2362  -0.3670  0.3130
C  1.5573  1.0068  0.0479
C  2.9829  1.3362  -0.0510
C  3.7842  0.1982  -0.2769
C  3.3083  -1.1661  -0.0797
C  2.0165  -1.3548  0.3920
H  -3.8567  0.0493  1.4995
H  -4.3138  0.4042  -0.5920
H  -3.1552  -2.0990  0.0298
H  -2.9561  -0.9748  -1.6592
H  -0.6327  -0.2719  1.7596
H  -2.3936  1.7144  -0.9873
H  -1.8052  1.8393  0.7768
H  0.9854  1.7216  -0.1282
H  3.4136  2.2855  -0.1381
H  4.7946  0.1587  -0.5610
H  4.0333  -1.9047  -0.5905
H  1.5088  -2.2360  0.4323
N  -1.2634  -0.8417  -0.4823
N  -0.8638  0.6276  -0.3000

Okay, here come the Löwdin numbers, in e, for every atom:
1. C -0.169
2. C -0.274
3. C -0.121
4. C -0.223
5. C -0.218
6. C 0.029
7. C -0.010
8. C -0.084
9. C -0.045
10. C -0.099
11. H 0.145
12. H 0.153
13. H 0.140
14. H 0.156
15. H 0.179
16. H 0.156
17. H 0.039
18. H 0.013
19. H 0.076
20. H 0.068
21. H 0.128
22. H 0.099
23. N -0.042
24. N -0.097



Which is the most stable structure? run 1 is the most stable.